<one>
{
  "formula": "CH2N2P2",
  "method": "wB97M-V/def2-TZVPD",
  "elements": ["P", "P", "N", "N", "C", "H", "H"],
  "xyz": [[-0.95, -0.70, 1.37], [0.30, 0.43, -0.83], [-1.85, -0.80, 0.07], [-0.97, -0.09, -1.53], [0.48, 0.25, 0.87], [1.38, 0.30, 1.47], [1.59, 0.60, -1.42]],
  "gap_ha": 0.307,
  "homo_ha": -0.3493
}

---

<two>
{
  "formula": "CH2N2P2",
  "method": "wB97M-V/def2-TZVPD",
  "elements": ["P", "P", "N", "N", "C", "H", "H"],
  "xyz": [[1.62, 0.62, 0.50], [-1.10, 1.15, -0.74], [0.32, 0.72, -0.38], [-2.55, -1.48, 0.23], [-2.27, -0.36, 0.12], [2.45, 0.14, -0.49], [1.54, -0.79, 0.76]],
  "gap_ha": 0.301,
  "homo_ha": -0.3643,
  "smiles": "N#C/P=N\\P"
}

---

Of them, <one> has the lowest stability.

---

<one>
{
  "formula": "C43H36F3FeN3P2S2",
  "method": "wB97M-V/def2-TZVPD",
  "elements": ["Fe", "S", "S", "P", "P", "F", "F", "F", "N", "N", "N", "C", "C", "C", "C", "C", "C", "C", "C", "C", "C", "C", "C", "C", "C", "C", "C", "C", "C", "C", "C", "C", "C", "C", "C", "C", "C", "C", "C", "C", "C", "C", "C", "C", "C", "C", "C", "C", "C", "C", "C", "C", "C", "C", "H", "H", "H", "H", "H", "H", "H", "H", "H", "H", "H", "H", "H", "H", "H", "H", "H", "H", "H", "H", "H", "H", "H", "H", "H", "H", "H", "H", "H", "H", "H", "H", "H", "H", "H", "H"],
  "xyz": [[-0.06, -0.71, -1.24], [1.05, -0.03, -3.23], [-0.93, -2.90, -1.61], [-0.95, 1.20, -0.49], [0.89, -1.25, 0.74], [0.96, -0.19, -6.68], [1.36, 1.80, -5.94], [-0.16, 1.48, -7.45], [-0.10, 0.96, 2.24], [1.72, -2.78, -1.54], [-1.50, 0.07, -3.09], [-0.95, 2.72, -1.47], [0.33, 0.96, -6.29], [-0.87, 5.27, -2.61], [2.52, -0.46, 0.96], [-0.73, 0.79, -5.27], [-2.14, 3.38, -1.77], [3.03, -0.26, 2.23], [-3.20, 1.84, 0.96], [-2.05, 1.04, -5.65], [-4.47, -0.61, 0.49], [0.66, -3.58, -1.72], [2.95, -3.35, -1.62], [4.37, 0.80, 0.04], [0.51, 3.23, 5.14], [3.15, -4.72, -1.72], [2.03, -5.54, -1.90], [-0.23, 1.57, 3.51], [4.19, 0.47, 2.42], [1.19, -5.41, 2.79], [-0.13, -0.47, 2.14], [0.77, -4.97, -1.91], [-3.23, -0.38, -0.07], [1.04, -2.94, 1.51], [-4.41, 1.54, 1.59], [0.00, 1.79, 1.06], [-1.26, 1.77, 5.72], [2.33, -4.65, 2.61], [0.30, 4.57, -2.39], [-1.17, 1.15, 4.47], [-0.03, -4.93, 2.29], [-2.74, 0.30, -3.47], [2.27, -3.41, 1.94], [-2.60, 0.87, 0.16], [3.21, 0.06, -0.16], [-5.03, 0.32, 1.38], [-2.09, 4.65, -2.36], [-0.47, 0.34, -3.93], [-0.11, -3.70, 1.67], [-3.07, 0.82, -4.72], [-0.45, 2.84, 6.09], [4.84, 1.04, 1.33], [0.28, 3.27, -1.88], [0.65, 2.60, 3.90], [1.26, 4.99, -2.64], [1.17, 4.07, 5.37], [3.21, -2.86, 1.75], [2.53, -0.73, 3.11], [5.72, 1.65, 1.50], [-1.05, -3.31, 1.26], [3.26, -5.05, 2.97], [-1.17, -0.85, 2.03], [-2.03, 1.44, 6.40], [-0.13, -5.57, -2.03], [-3.00, 5.17, -2.61], [3.76, -2.64, -1.57], [-0.52, 3.31, 7.06], [1.20, 2.69, -1.77], [-2.75, 2.84, 1.08], [-0.39, 2.79, 1.36], [2.09, -6.63, -1.97], [-1.89, 0.36, 4.21], [4.92, 1.21, -0.81], [-2.27, 1.35, -6.66], [-3.13, 2.93, -1.59], [2.79, -0.08, -1.15], [4.18, -5.08, -1.73], [0.23, -0.84, 3.12], [-4.11, 1.05, -4.95], [1.26, -6.36, 3.29], [-0.92, -5.53, 2.42], [-5.95, 0.09, 1.93], [4.57, 0.59, 3.44], [-4.84, 2.25, 2.28], [1.47, 2.89, 3.24], [-3.51, 0.05, -2.75], [-0.84, 6.27, -3.03], [-2.71, -1.11, -0.71], [1.07, 1.91, 0.73], [-4.96, -1.54, 0.26]],
  "spin_multiplicity": 6,
  "gap_ha": [0.300, 0.223],
  "homo_ha": [-0.3806, -0.3821],
  "s_squared": 8.777,
  "charge": 1
}

---

<two>
{
  "formula": "C43H36F3FeN3P2S2",
  "method": "wB97M-V/def2-TZVPD",
  "elements": ["Fe", "S", "S", "P", "P", "F", "F", "F", "N", "N", "N", "C", "C", "C", "C", "C", "C", "C", "C", "C", "C", "C", "C", "C", "C", "C", "C", "C", "C", "C", "C", "C", "C", "C", "C", "C", "C", "C", "C", "C", "C", "C", "C", "C", "C", "C", "C", "C", "C", "C", "C", "C", "C", "C", "H", "H", "H", "H", "H", "H", "H", "H", "H", "H", "H", "H", "H", "H", "H", "H", "H", "H", "H", "H", "H", "H", "H", "H", "H", "H", "H", "H", "H", "H", "H", "H", "H", "H", "H", "H"],
  "xyz": [[0.56, 1.66, 0.44], [2.53, 2.07, 1.50], [-0.49, 3.01, 2.08], [1.43, -0.48, -0.59], [-0.86, -0.28, 1.62], [-3.29, 4.58, 2.53], [-3.56, 6.39, 1.27], [-1.57, 5.95, 2.30], [1.72, 2.58, -0.97], [0.35, -2.77, 0.73], [-1.02, 2.68, -0.44], [-2.42, -0.41, 4.02], [-2.39, -0.34, 5.42], [-2.91, -1.66, 0.22], [-1.25, -0.05, 6.18], [-4.79, 0.28, 0.85], [-1.20, -0.04, 3.37], [3.74, 0.10, -2.14], [-1.39, 3.03, -1.69], [-2.20, 4.63, 0.41], [-0.71, -6.33, 0.78], [3.96, 3.96, -1.73], [2.95, 3.67, -2.67], [-0.09, 0.31, 5.52], [-0.13, 0.38, 4.15], [-2.55, 4.99, -0.87], [3.18, -0.22, -0.90], [1.59, -2.18, 0.24], [-0.49, -5.57, -1.49], [5.38, -0.55, 0.02], [-2.12, 4.17, -1.95], [-0.05, -4.02, 0.33], [4.02, -0.46, 0.21], [-0.08, -4.33, -1.05], [-0.76, -6.59, -0.58], [-0.96, -0.06, -3.78], [1.29, -1.57, -3.16], [5.91, -0.46, -1.26], [0.64, -1.79, -4.35], [-2.50, -0.50, 0.91], [-3.45, 0.52, 1.14], [-5.20, -0.90, 0.30], [3.91, 3.40, -0.48], [-0.29, -2.10, 1.85], [-0.44, -5.02, 1.22], [-0.38, 0.06, -2.54], [1.84, 2.95, -2.22], [-4.24, -1.84, -0.06], [5.10, -0.01, -2.32], [-0.48, -1.01, -4.69], [0.73, -0.69, -2.19], [2.74, 2.75, -0.08], [-1.31, 3.50, 0.64], [-2.64, 5.39, 1.64], [4.66, 3.58, 0.28], [2.12, -2.91, -0.43], [-3.34, -0.54, 5.95], [0.44, -2.11, 2.70], [0.82, 0.54, 6.05], [2.20, -2.13, -2.96], [-0.69, -5.76, -2.53], [2.30, -1.93, 1.02], [3.11, 0.30, -3.01], [-2.35, 4.44, -2.96], [-0.83, -7.14, 1.50], [-4.53, -2.81, -0.48], [-3.28, -0.72, 3.46], [-0.92, -1.10, -5.70], [-3.11, 1.44, 1.61], [-1.22, -2.60, 2.18], [-2.20, -2.41, -0.15], [-1.02, -7.60, -0.98], [1.08, 2.56, -2.89], [0.10, -3.56, -1.80], [-5.59, 1.04, 0.97], [-0.46, -4.81, 2.31], [-1.75, 0.63, -4.03], [4.79, 4.60, -2.03], [-0.82, 0.66, -1.77], [3.62, -0.61, 1.19], [-0.99, 2.38, -2.46], [6.95, -0.65, -1.50], [-6.26, -1.04, 0.14], [-1.32, -0.15, 7.26], [0.92, -2.60, -5.08], [0.78, 0.77, 3.66], [6.05, -0.70, 0.86], [5.56, 0.32, -3.27], [3.03, 3.98, -3.70], [-3.19, 5.85, -1.06]],
  "spin_multiplicity": 6,
  "gap_ha": [0.283, 0.236],
  "homo_ha": [-0.3737, -0.3746],
  "s_squared": 8.768,
  "charge": 1
}

---

Of them, <two> has the lowest stability.

---

<one>
{
  "formula": "C2H7N3O3",
  "method": "wB97M-V/def2-TZVPD",
  "elements": ["O", "O", "O", "N", "N", "N", "C", "C", "H", "H", "H", "H", "H", "H", "H"],
  "xyz": [[0.52, 0.66, 1.23], [0.97, 0.03, -1.01], [-1.57, -1.17, -0.95], [-0.79, -1.36, 1.27], [2.31, 0.29, -0.67], [-0.85, 1.55, -0.44], [-0.86, -0.83, 0.12], [-0.04, 0.47, 0.03], [2.39, 1.28, -0.45], [2.50, -0.22, 0.20], [-0.36, 2.42, -0.29], [0.11, -0.26, 1.81], [-1.24, -2.26, 1.42], [-2.02, -2.02, -0.83], [-1.06, 1.42, -1.43]],
  "gap_ha": 0.349,
  "homo_ha": -0.3370,
  "smiles": "[H]/N=C(\\O)[C@@](N)(O)ON"
}

---

<two>
{
  "formula": "C2H7N3O3",
  "method": "wB97M-V/def2-TZVPD",
  "elements": ["O", "O", "O", "N", "N", "N", "C", "C", "H", "H", "H", "H", "H", "H", "H"],
  "xyz": [[1.25, 1.94, 0.62], [-2.65, -0.56, -0.17], [-1.31, 1.66, 0.32], [-0.72, -1.83, 0.36], [-1.24, -0.61, -0.09], [0.74, 0.63, 0.36], [1.64, -0.05, -0.56], [-0.64, 0.63, 0.19], [2.14, -0.86, -0.01], [2.40, 0.64, -0.94], [0.05, -1.65, 1.00], [-2.83, 0.37, 0.10], [1.10, -0.47, -1.40], [0.43, 2.49, 0.66], [-0.36, -2.33, -0.45]],
  "gap_ha": 0.355,
  "homo_ha": -0.3313,
  "smiles": "CN(O)C(=O)N(N)O"
}

---

<three>
{
  "formula": "C2H7N3O3",
  "method": "wB97M-V/def2-TZVPD",
  "elements": ["O", "O", "O", "N", "N", "N", "C", "C", "H", "H", "H", "H", "H", "H", "H"],
  "xyz": [[-0.24, 1.27, -1.59], [1.44, -1.52, 0.24], [-1.98, 0.94, 0.52], [-1.85, -0.20, 0.33], [-0.59, -0.88, 1.25], [1.23, 0.73, 0.86], [0.72, -0.51, 0.35], [0.09, -0.07, -1.36], [-0.61, -1.89, 1.20], [-1.19, 1.39, -1.61], [1.09, -0.24, -1.75], [-0.60, -0.80, -1.78], [2.23, 0.76, 0.70], [-0.54, -0.54, 2.21], [0.78, 1.55, 0.45]],
  "gap_ha": [0.230, 0.230],
  "homo_ha": [-0.2854, -0.2854],
  "smiles": "N[C@]([O-])(CO)[NH2+]N=O"
}

---

Of them, <three> has the lowest stability.

---

<one>
{
  "formula": "C2H11NO4",
  "method": "wB97M-V/def2-TZVPD",
  "elements": ["O", "O", "O", "O", "N", "C", "C", "H", "H", "H", "H", "H", "H", "H", "H", "H", "H", "H"],
  "xyz": [[-2.75, 1.72, 1.53], [-0.63, -1.57, -0.84], [0.81, 4.23, -0.78], [2.21, 0.95, -1.71], [-0.02, -3.43, 0.35], [-0.17, -2.06, 0.16], [0.43, -1.29, 1.28], [2.26, 0.09, -2.14], [1.50, -1.26, 1.11], [-2.93, 1.42, 0.63], [-3.58, 2.07, 1.87], [1.50, 4.54, -0.19], [1.24, 1.04, -1.59], [0.34, -1.66, 2.31], [0.11, -3.72, 1.29], [0.70, 3.28, -0.76], [0.01, -0.29, 1.29], [-0.37, -4.03, -0.37]],
  "gap_ha": 0.396,
  "homo_ha": -0.3759,
  "smiles": "CC(N)=O.O.O.O"
}

---

<two>
{
  "formula": "C2H11NO4",
  "method": "wB97M-V/def2-TZVPD",
  "elements": ["O", "O", "O", "O", "N", "C", "C", "H", "H", "H", "H", "H", "H", "H", "H", "H", "H", "H"],
  "xyz": [[-1.80, -1.80, -1.00], [0.33, 0.18, 3.11], [0.55, -1.32, -2.19], [-1.82, 0.08, 1.21], [0.87, 0.32, -0.66], [1.33, 1.65, -0.31], [1.07, -0.27, -1.86], [-0.32, 0.08, 2.40], [-2.60, -0.03, 1.77], [2.31, 1.65, 0.19], [0.66, 2.04, 0.44], [-2.33, -2.55, -1.27], [1.15, -0.06, 2.69], [0.33, -0.22, 0.00], [1.73, 0.32, -2.51], [-0.97, -1.72, -1.53], [-1.82, -0.72, 0.65], [1.35, 2.37, -1.14]],
  "gap_ha": 0.404,
  "homo_ha": -0.3775,
  "smiles": "CNC=O.O.O.O"
}

---

<three>
{
  "formula": "C2H11NO4",
  "method": "wB97M-V/def2-TZVPD",
  "elements": ["O", "O", "O", "O", "N", "C", "C", "H", "H", "H", "H", "H", "H", "H", "H", "H", "H", "H"],
  "xyz": [[0.03, 0.78, -1.60], [-1.12, 2.82, 0.20], [-1.23, -1.86, -1.28], [1.20, -1.38, -0.09], [-0.64, -0.54, 1.03], [1.65, 0.33, 1.60], [0.67, -0.59, 0.72], [-0.43, -0.12, -1.50], [0.92, 0.40, -1.35], [1.15, 1.34, 1.45], [1.66, 0.31, 2.67], [-0.96, 0.02, 1.82], [-0.27, -2.03, -1.00], [-1.96, 3.29, -0.15], [2.71, 0.28, 1.19], [-1.16, -2.28, -2.15], [-0.71, 2.27, -0.56], [-1.44, -1.00, 0.61]],
  "gap_ha": 0.411,
  "homo_ha": -0.3861,
  "smiles": "CC(N)=O.O.O.O"
}

---

<four>
{
  "formula": "C2H11NO4",
  "method": "wB97M-V/def2-TZVPD",
  "elements": ["O", "O", "O", "O", "N", "C", "C", "H", "H", "H", "H", "H", "H", "H", "H", "H", "H", "H"],
  "xyz": [[-2.43, -1.22, 0.92], [-1.38, -0.78, -1.56], [-1.26, 1.27, 0.82], [2.64, -1.84, 0.18], [0.70, 0.71, -0.15], [-0.16, 1.62, 0.41], [2.01, 1.17, -0.53], [0.32, 2.56, 0.61], [-1.82, -0.49, 1.16], [0.34, 0.02, -0.80], [2.78, 0.47, -0.19], [-3.28, -0.93, 1.28], [1.85, -1.31, 0.23], [-1.66, -1.70, -1.57], [2.28, 1.28, -1.55], [2.43, 2.00, 0.10], [2.62, -2.44, 0.93], [-2.03, -0.27, -1.08]],
  "gap_ha": 0.400,
  "homo_ha": -0.3731,
  "smiles": "CNC=O.O.O.O"
}

---

Of them, <four> has the lowest stability.